## i
ORCA calculation (ωB97M-V with the def2-TZVPD basis set) on 2 unconnected molecules or ions with the total composition C6H13NO3.

CARTESIAN COORDINATES (ANGSTROEM)
C 1.43 0.00 0.25
C 1.64 0.92 1.45
C 2.66 -0.83 -0.05
O 1.13 0.75 -0.91
H 0.39 1.35 -0.71
H 0.58 -0.67 0.47
H 3.50 -0.18 -0.26
H 2.48 1.59 1.26
H 1.84 0.34 2.34
H 0.75 1.53 1.62
H 2.91 -1.46 0.81
H 2.48 -1.47 -0.91
C -1.49 -0.45 -2.11
C -1.99 0.45 0.23
C -2.04 -0.73 -0.76
N -2.63 0.16 1.37
O -1.44 1.50 -0.01
O -2.50 -1.79 -0.39
H -2.68 0.83 2.12
H -3.03 -0.76 1.48
H -1.66 -1.28 -2.78
H -0.42 -0.26 -2.01
H -1.93 0.47 -2.50

Values from the calculation:
* HOMO level: -9.90 eV
* frontier orbital gap: 9.979 eV
* SMILES: CC(=O)C(N)=O.CC(C)O

These are the Mulliken partial charges, in e, on atoms 1 to 2: 0.97, -1.36



## ii
ORCA calculation (ωB97M-V with the def2-TZVPD basis set) on 2 unconnected molecules or ions with the total composition C6H13NO3.

CARTESIAN COORDINATES (ANGSTROEM)
C -2.02 0.35 -1.18
C -1.43 -1.68 0.08
C -0.06 0.15 1.87
C 0.49 1.59 -0.25
C -0.87 -0.39 -0.61
C -0.12 0.48 0.34
N 3.28 -0.41 -0.08
O 4.36 -0.84 -0.32
O 3.04 0.86 -0.56
O 2.35 -0.84 0.52
H -2.38 1.26 -0.66
H -2.89 -0.36 -1.41
H -1.85 0.83 -2.18
H -2.36 -2.01 -0.45
H -1.65 -1.47 1.13
H -0.72 -2.48 -0.05
H -1.04 0.43 2.25
H 0.79 0.74 2.22
H 0.16 -0.86 2.02
H 0.79 2.40 0.35
H 0.29 1.87 -1.32
H 1.91 1.10 -0.45
H -0.09 -0.73 -1.29

Values from the calculation:
* HOMO level: -9.87 eV
* frontier orbital gap: 10.289 eV
* SMILES: O=[N+]([O-])O.C=C(C)C(C)C

These are the Mulliken partial charges, in e, on atoms 1 to 2: -1.35, -1.50



## iii
ORCA calculation (ωB97M-V with the def2-TZVPD basis set) on a single C6H13NO3 molecule.

CARTESIAN COORDINATES (ANGSTROEM)
C -0.33 0.15 0.23
C -0.36 -1.54 0.77
C 0.85 0.03 -0.65
C -1.64 0.41 -0.51
C -0.16 1.06 1.44
C 1.34 1.60 -1.23
N -0.36 -2.55 -0.24
O 0.60 -1.84 1.76
O 0.47 2.22 -2.07
O 2.39 2.18 -0.99
H 1.48 -1.67 1.41
H 0.91 3.05 -2.35
H -1.32 -1.57 1.28
H -0.68 -3.43 0.16
H 0.58 -2.73 -0.58
H 1.76 -0.30 -0.14
H 0.68 -0.53 -1.58
H -1.71 -0.17 -1.43
H -2.50 0.18 0.12
H -1.73 1.47 -0.78
H -0.74 1.98 1.38
H 0.87 1.41 1.59
H -0.41 0.60 2.40

Values from the calculation:
* HOMO level: -9.52 eV
* frontier orbital gap: 10.156 eV
* SMILES: CC(C)(CC(=O)O)[C@@H](N)O

These are the Mulliken partial charges, in e, on atoms 1 to 2: 2.06, -0.56



## iv
ORCA calculation (ωB97M-V with the def2-TZVPD basis set) on a single C6H13NO3 molecule.

CARTESIAN COORDINATES (ANGSTROEM)
C 0.18 -2.39 -1.54
O -0.76 -1.34 -1.57
C -0.38 -0.15 -2.20
C 0.20 -0.36 -3.60
C -1.61 0.80 -2.18
C -2.80 0.25 -1.41
N -0.99 2.00 -1.61
C 0.58 0.68 -1.31
O 0.87 0.50 -0.15
H -0.20 -3.13 -0.83
H 0.29 -2.86 -2.53
H 1.16 -2.04 -1.19
H -0.45 -1.05 -4.16
H 0.23 0.58 -4.16
H 1.22 -0.77 -3.55
H -1.91 1.02 -3.22
H -2.51 -0.04 -0.40
H -3.57 1.03 -1.34
H -3.23 -0.62 -1.92
H -1.29 2.25 -0.67
H 0.08 2.39 -2.08
O 1.52 1.75 -2.04
H 1.57 1.55 -2.98

Values from the calculation:
* HOMO level: -8.76 eV
* frontier orbital gap: 9.375 eV
* SMILES: CO[C@](C)(C(=O)O)[C@@H](C)N

These are the Mulliken partial charges, in e, on atoms 1 to 2: -0.79, -0.38



i wins, 1.186 eV ahead of the next structure.